Record 1
C4H7N3O2 | ωB97M-V/def2-TZVPD

Properties
2S+1 = 1
E = -471.2786 Ha
SMILES = CCCn1nnc(=O)o1
HOMO-LUMO gap = 10.3 eV
HOMO = -10.1 eV
Energy relative to the best compared isomer or geometry (same formula, charge and spin) = 326.8 kJ/mol

CARTESIAN COORDINATES (ANGSTROEM)
C -2.850485 0.427132 0.879888
C -2.501752 -0.025600 -0.494511
C -1.283877 -0.940375 -0.531516
C 2.062819 0.003552 0.095886
H -2.908269 -0.379008 1.645884
H -2.022261 1.065882 1.307039
H -3.739913 1.059979 0.904087
H -2.291737 0.874144 -1.116843
H -3.300812 -0.591102 -0.989399
H -1.461759 -1.823650 0.107490
H -1.054062 -1.200629 -1.534475
N -0.134072 -0.244683 0.048258
N 0.171528 0.938351 -0.355236
N 1.416261 1.185462 -0.383006
O 3.220879 -0.176167 0.295326
O 1.034441 -0.942305 0.305626

Cartesian forces (eV/Å) of the 2 atoms listed first:
C 0.884 0.782 2.082
C 0.375 0.260 -1.086


Record 2
C4H7N3OS | ωB97M-V/def2-TZVPD

Properties
2S+1 = 1
E = -794.1481 Ha
HOMO-LUMO gap = 9.0 eV
HOMO = -8.4 eV
Energy relative to the best compared isomer or geometry (same formula, charge and spin) = 478.2 kJ/mol

CARTESIAN COORDINATES (ANGSTROEM)
C 0.753227 -1.346289 -1.097659
C -1.566386 0.303673 -0.184830
C -2.639003 -1.668000 0.893177
C 2.422665 2.258969 -0.312381
N 1.349896 -0.698294 -0.325364
N -2.125298 -0.420415 0.555263
N 1.949929 -0.176868 0.586677
O -1.293279 1.241725 -0.794155
S 1.503417 1.413528 1.085558
H 0.538529 -1.952795 -1.931910
H -2.710829 -1.748726 2.063992
H -3.734408 -1.840170 0.626659
H -2.025586 -2.532422 0.595849
H 1.987306 1.815815 -1.215747
H 3.408670 2.084999 -0.257863
H 2.181157 3.265274 -0.287266

Cartesian forces (eV/Å) of the 2 atoms listed first:
C 0.460 0.396 0.832
C -1.651 0.206 0.534


Record 3
C4H7N3S | ωB97M-V/def2-TZVPD

Properties
2S+1 = 1
E = -718.9989 Ha
SMILES = C=CN(C=S)/C=N/N
HOMO-LUMO gap = 8.6 eV
HOMO = -8.4 eV
Energy relative to the best compared isomer or geometry (same formula, charge and spin) = 272.2 kJ/mol

CARTESIAN COORDINATES (ANGSTROEM)
C -0.371350 -0.831236 -0.061297
C 1.030705 1.260046 -0.003383
C 0.077774 2.179379 -0.068490
C 1.983977 -0.963995 -0.050745
H -2.503641 -1.935514 0.344887
H -3.403985 -0.515872 0.327645
H -0.265377 -1.907097 -0.107034
H 2.059690 1.544460 0.095397
H 0.385990 3.191236 0.002964
H -1.004567 1.965260 -0.152318
H 1.681557 -2.022733 -0.095682
N -2.616875 -1.020134 -0.117348
N -1.487985 -0.228082 -0.037477
N 0.875278 -0.165242 -0.045557
S 3.558802 -0.550481 -0.031557

Cartesian forces (eV/Å) of the 2 atoms listed first:
C -0.274 0.811 -0.013
C -0.510 -0.598 -0.023


Record 4
C4H7N3S | ωB97M-V/def2-TZVPD

Properties
2S+1 = 1
E = -719.0323 Ha
SMILES = CSn1cnnc1C
HOMO-LUMO gap = 10.1 eV
HOMO = -9.6 eV
Energy relative to the best compared isomer or geometry (same formula, charge and spin) = 184.6 kJ/mol

CARTESIAN COORDINATES (ANGSTROEM)
C -1.345164 -0.846461 1.613885
C 1.646102 1.070495 0.773054
C 0.786412 0.250134 -1.027780
C -0.303021 -0.244040 -1.896973
H -0.700876 -1.134216 2.514030
H -2.467443 -0.788814 1.882863
H -1.341613 -1.659250 0.896169
H 1.647905 1.606826 1.769129
H -0.923990 -1.117240 -1.532281
H -1.023555 0.623200 -1.927419
H 0.027107 -0.544076 -2.900953
N 0.464134 0.696306 0.228422
N 2.616586 0.929623 -0.068316
N 2.047534 0.386569 -1.229688
S -1.130118 0.770943 0.905857

Cartesian forces (eV/Å) of the 2 atoms listed first:
C -1.397 -0.708 1.404
C 0.134 1.665 1.758


Record 5
C4H7N4O2 | ωB97M-V/def2-TZVPD

Properties
2S+1 = 1
E = -525.8001 Ha
SMILES = N/C(NO)=[NH+]/c1cocn1
Charge = +1
HOMO-LUMO gap = 10.5 eV
HOMO = -13.5 eV
Energy relative to the best compared isomer or geometry (same formula, charge and spin) = 11.0 kJ/mol

CARTESIAN COORDINATES (ANGSTROEM)
C -0.913605 -1.981045 1.249600
C -1.789309 -1.975593 -0.755346
C -0.706134 -0.779781 0.621292
C 0.670066 1.108224 0.156402
N -1.274067 -0.803398 -0.681531
N 1.533412 2.080961 0.494739
N 0.543663 0.759197 -1.137526
N -0.100561 0.396333 1.050425
O -1.615529 -2.672164 0.321325
O 1.260566 1.674909 -1.994792
H -0.852411 -2.420181 2.179055
H -2.447549 -2.373426 -1.564571
H 1.626505 2.826682 -0.208156
H 1.820124 2.220326 1.484413
H -0.146406 -0.138303 -1.353325
H 0.126337 0.387966 2.080802
H 2.264899 1.689294 -1.942804

Cartesian forces (eV/Å) of the 2 atoms listed first:
C -0.447 2.536 -3.071
C -1.239 -0.459 -1.265


Record 6
C4H7N5 | ωB97M-V/def2-TZVPD

Properties
2S+1 = 1
E = -430.3350 Ha
SMILES = C=CCn1nnc(N)n1
HOMO-LUMO gap = 9.8 eV
HOMO = -8.7 eV
Energy relative to the best compared isomer or geometry (same formula, charge and spin) = 334.3 kJ/mol

CARTESIAN COORDINATES (ANGSTROEM)
N -2.151979 1.264600 0.667123
N -1.819359 0.085119 0.903264
N 0.082026 1.150969 0.276022
C -1.001466 1.894354 0.309772
C 1.813441 -2.305876 -1.019021
C 0.675094 -1.597092 -0.783515
N -0.921138 3.187566 -0.055838
N -0.487401 -0.033257 0.639653
C 0.202994 -1.345636 0.611619
H 2.369865 -2.844312 -0.258138
H 2.226424 -2.352300 -2.035942
H 0.162477 -1.083810 -1.601943
H -0.005346 3.587918 0.003529
H -1.717671 3.785660 0.158295
H 1.070246 -1.293610 1.283573
H -0.498207 -2.100292 0.901547

Cartesian forces (eV/Å) of the 2 atoms listed first:
N 0.085 2.373 -0.197
N 2.337 -3.269 -0.290


Record 7
C4H7N5S | ωB97M-V/def2-TZVPD

Properties
2S+1 = 1
E = -828.4583 Ha
HOMO-LUMO gap = 9.4 eV
HOMO = -8.8 eV
Energy relative to the best compared isomer or geometry (same formula, charge and spin) = 383.7 kJ/mol

CARTESIAN COORDINATES (ANGSTROEM)
C -0.907788 -1.616714 0.478882
C 0.187996 1.734035 -0.918828
C 1.401532 0.977752 -0.446951
C 0.152500 2.231268 1.487045
N -0.789866 -1.777281 -0.821014
N -0.699885 -2.829032 0.991124
N -0.707774 -3.046977 -1.094217
N -0.696127 -3.751884 -0.023937
N -0.418173 2.321951 0.306189
S 1.625082 1.356191 1.345323
H 0.639076 2.481708 -1.683183
H -0.615205 1.318900 -1.511242
H 1.235522 -0.083368 -0.636642
H 2.390221 1.314953 -0.757931
H -0.984491 -0.679489 1.057649
H -0.631771 -3.023018 2.055908
H -1.180852 3.071006 0.171825

Cartesian forces (eV/Å) of the 2 atoms listed first:
C 1.431 -0.131 -0.039
C 1.220 2.671 -1.374


Record 8
C4H7NO | ωB97M-V/def2-TZVPD

Properties
2S+1 = 1
E = -286.5117 Ha
SMILES = CC(=O)[C@H]1CN1
HOMO-LUMO gap = 10.3 eV
HOMO = -9.4 eV
Energy relative to the best compared isomer or geometry (same formula, charge and spin) = 314.8 kJ/mol

CARTESIAN COORDINATES (ANGSTROEM)
C -1.079143 0.498951 1.824029
C -0.066012 0.036845 0.757984
O 1.006911 -0.391690 1.148362
C -0.318710 0.038846 -0.727011
C 1.049523 0.049563 -1.882221
N 0.595726 -1.177104 -1.453842
H -2.124141 0.610983 1.520759
H -0.751542 1.462065 2.237357
H -1.035581 -0.218569 2.651863
H -1.349838 -0.217896 -0.986737
H 1.963775 0.484397 -1.456873
H 0.923179 0.289260 -2.954420
H 1.185853 -1.465651 -0.679250

Cartesian forces (eV/Å) of the 2 atoms listed first:
C 0.017 -0.020 -0.271
C 0.936 -0.125 -0.447


Record 9
C4H7NO | ωB97M-V/def2-TZVPD

Properties
2S+1 = 1
E = -286.4995 Ha
HOMO-LUMO gap = 7.8 eV
HOMO = -7.0 eV
Energy relative to the best compared isomer or geometry (same formula, charge and spin) = 347.1 kJ/mol

CARTESIAN COORDINATES (ANGSTROEM)
O -2.816885 0.141116 0.974750
C -1.859145 0.036291 0.250126
C -0.448520 0.138674 0.811993
N 0.625093 0.000704 -0.183052
C 0.470424 -0.978004 -1.074760
C 1.649765 0.839602 -0.052778
H -1.965145 -0.135777 -0.837286
H -0.311923 -0.642036 1.565574
H -0.353925 1.110929 1.301087
H 1.235091 -1.131235 -1.820313
H -0.374480 -1.641159 -0.996246
H 2.525269 0.675345 -0.665167
H 1.624377 1.585548 0.726072

Cartesian forces (eV/Å) of the 2 atoms listed first:
O 0.415 -0.053 -0.298
C -0.315 0.069 0.298